{"formula": "C6H14O2", "method": "wB97M-V/def2-TZVPD", "smiles": "C=C/C(C)=C/C.O.O", "lumo_ev": 0.7, "de_lowest_ev": 1.988, "gap_ev": 9.2704, "total_charge": 0, "symbols": ["C", "C", "C", "C", "C", "C", "H", "H", "H", "H", "H", "H", "H", "H", "H", "H", "H", "H", "O", "H", "H", "O"], "coordinates": [[2.59973, -0.62336, -0.29927], [1.36008, 0.08481, 0.17117], [0.40091, 0.60837, -0.61026], [0.53739, 0.92477, -2.07258], [-0.09600, 0.24501, 2.21806], [0.98468, -0.22293, 1.58890], [3.50265, -0.01664, -0.14533], [2.59223, -0.92074, -1.34865], [2.73668, -1.55125, 0.25144], [-0.52026, 0.83456, -0.09946], [0.77654, 1.99420, -2.02222], [-0.35425, 0.83810, -2.68994], [1.37113, 0.41951, -2.55635], [-0.57484, 1.14131, 1.83703], [-0.59675, -0.23160, 3.05307], [1.63591, -0.96370, 2.03429], [-1.26810, -1.24653, 1.26494], [-1.13249, -1.70937, -0.14476], [-1.79470, -1.65915, 0.54633], [-3.36093, 0.91277, -1.73878], [-2.69341, 0.03694, -0.68823], [-2.80713, 0.94902, -0.94975]], "forces_ev_per_a": [[0.626, 0.445, -0.243], [-0.844, -0.739, 0.350], [0.636, -0.677, -0.239], [0.247, 0.779, 0.613], [0.085, 0.386, -0.019], [0.065, 0.127, -0.392], [-0.101, -0.140, 0.008], [-0.194, 0.272, -0.038], [0.003, -0.013, 0.218], [-0.229, 0.350, -0.392], [0.060, 0.051, -0.613], [-0.163, -0.206, 0.322], [0.004, -0.035, 0.081], [-0.300, -0.247, -0.094], [0.618, 0.193, 0.424], [-0.329, -0.398, 0.209], [-0.491, -0.244, -0.416], [0.174, -0.157, -0.346], [0.195, 0.342, 0.441], [0.061, 0.059, 0.159], [0.052, -0.601, 0.398], [-0.176, 0.454, -0.431]], "mulliken_charge": [-1.438, 1.130, -0.394, -1.260, -1.090, -0.357, 0.293, 0.362, 0.379, 0.337, 0.278, 0.275, 0.319, 0.428, 0.478, 0.244, 0.361, 0.333, -0.712, 0.301, 0.344, -0.612]}